Entry 1:
{
  "formula": "C2H2N2O2",
  "method": "ωB97M-V/def2-TZVPD",
  "orbital_gap_ev": 11.0,
  "relative_energy_ev": 2.774,
  "charge": 0,
  "species": ["O", "O", "N", "N", "C", "C", "H", "H"],
  "coordinates": [[2.031, -0.114, 0.067], [-0.166, 1.098, -0.062], [-1.404, 0.637, 0.089], [-0.111, -1.115, -0.055], [-1.356, -0.575, -0.065], [0.615, -0.130, 0.017], [2.292, 0.872, -0.209], [-2.156, -1.169, 0.214]],
  "mulliken_charge": [-0.46, -0.16, -0.20, -0.41, -0.09, 0.59, 0.37, 0.37]
}



Entry 2:
{
  "formula": "C19H41F3N5O8Sr",
  "method": "ωB97M-V/def2-TZVPD",
  "orbital_gap_ev": 3.3,
  "charge": 1,
  "species": ["Sr", "F", "F", "F", "O", "O", "O", "O", "O", "O", "O", "O", "N", "N", "N", "N", "N", "C", "C", "C", "C", "C", "C", "C", "C", "C", "C", "C", "C", "C", "C", "C", "C", "C", "C", "C", "H", "H", "H", "H", "H", "H", "H", "H", "H", "H", "H", "H", "H", "H", "H", "H", "H", "H", "H", "H", "H", "H", "H", "H", "H", "H", "H", "H", "H", "H", "H", "H", "H", "H", "H", "H", "H", "H", "H", "H", "H"],
  "coordinates": [[-18.265, -18.356, 16.644], [-20.300, -12.462, 5.972], [-22.169, -11.420, 5.575], [-21.719, -13.373, 4.664], [-21.445, -9.533, 13.852], [-17.752, -20.702, 12.345], [-22.022, -14.495, 7.197], [-21.152, -15.840, 14.972], [-15.568, -15.069, 12.639], [-25.218, -13.589, 21.319], [-26.124, -19.724, 13.864], [-23.170, -12.657, 7.704], [-26.393, -20.827, 15.829], [-19.701, -9.851, 15.313], [-25.749, -15.575, 20.411], [-18.662, -20.956, 10.300], [-15.801, -13.351, 11.123], [-26.770, -16.591, 20.022], [-25.925, -21.299, 17.111], [-22.263, -13.325, 6.989], [-24.401, -15.904, 20.085], [-14.529, -13.726, 10.493], [-21.634, -12.614, 5.767], [-26.059, -14.448, 21.080], [-25.187, -12.782, 9.233], [-19.198, -19.625, 10.178], [-19.084, -10.664, 16.382], [-23.833, -13.340, 8.841], [-18.825, -8.774, 14.815], [-25.782, -19.902, 15.055], [-16.787, -12.535, 10.391], [-20.935, -10.133, 14.808], [-18.000, -21.448, 11.391], [-16.216, -14.137, 12.160], [-27.395, -21.677, 15.272], [-18.844, -21.827, 9.078], [-18.635, -19.206, 9.344], [-18.645, -22.861, 9.358], [-24.975, -11.773, 9.585], [-28.272, -21.684, 15.919], [-17.953, -9.233, 14.348], [-17.263, -13.936, 12.437], [-18.501, -8.154, 15.651], [-26.794, -21.304, 17.769], [-21.821, -15.193, 14.677], [-21.365, -11.000, 15.333], [-25.924, -12.682, 8.436], [-23.147, -13.135, 9.663], [-27.809, -21.410, 14.300], [-19.751, -11.310, 16.952], [-27.784, -16.268, 20.259], [-20.241, -19.657, 9.864], [-19.455, -8.197, 14.138], [-25.528, -22.314, 17.068], [-17.588, -12.316, 11.097], [-13.933, -14.395, 11.113], [-27.103, -14.419, 21.429], [-24.116, -16.849, 20.547], [-17.208, -13.161, 9.605], [-19.810, -21.960, 8.592], [-23.638, -15.167, 20.336], [-25.207, -20.707, 17.679], [-25.638, -13.368, 10.034], [-24.358, -16.195, 19.036], [-16.395, -11.659, 9.875], [-26.552, -17.516, 20.555], [-27.216, -22.752, 15.252], [-17.598, -22.454, 11.197], [-19.181, -18.993, 11.066], [-14.674, -14.239, 9.543], [-23.865, -14.429, 8.798], [-18.366, -11.320, 15.891], [-13.872, -12.876, 10.309], [-24.973, -19.365, 15.575], [-18.068, -21.626, 8.339], [-18.471, -10.091, 17.078], [-26.841, -16.781, 18.951]],
  "mulliken_charge": [1.61, -0.25, -0.22, -0.23, -0.62, -0.66, -0.55, -0.84, -0.66, -0.59, -0.62, -0.26, 0.09, 0.06, 0.10, 0.10, 0.06, -0.89, -0.91, 0.45, -0.93, -0.91, 0.81, 0.20, -1.06, -0.85, -0.87, -0.25, -0.87, 0.20, -0.80, 0.23, 0.18, 0.22, -1.01, -0.96, 0.32, 0.29, 0.28, 0.35, 0.30, 0.27, 0.30, 0.32, 0.23, 0.25, 0.32, 0.27, 0.31, 0.30, 0.28, 0.31, 0.31, 0.33, 0.24, 0.30, 0.29, 0.32, 0.37, 0.33, 0.29, 0.29, 0.35, 0.31, 0.27, 0.32, 0.35, 0.28, 0.28, 0.33, 0.35, 0.34, 0.31, 0.30, 0.36, 0.28, 0.31]
}



Entry 3:
{
  "formula": "CHFIPS",
  "method": "ωB97M-V/def2-TZVPD",
  "orbital_gap_ev": 8.2,
  "relative_energy_ev": 1.281,
  "charge": 0,
  "species": ["I", "S", "P", "F", "C", "H"],
  "coordinates": [[-1.031, -1.203, 1.938], [0.065, 1.356, -1.891], [0.678, -0.854, 0.281], [0.013, 1.620, 0.851], [0.183, 0.710, -0.458], [0.093, -1.628, -0.721]],
  "mulliken_charge": [0.06, -0.16, -0.07, -0.31, 0.39, 0.09]
}



no.,LUMO level (eV),total energy (eV),strongest force on any atom (eV/A)
1,0.3,-9179.01190,5.397
2,-6.6,-53173.49708,2.967
3,-1.4,-31994.14359,3.396